1.
DFT (ωB97M-V/def2-TZVPD) results for a molecular structure, C31H35ClN2Si2V.

Each line ends with the Löwdin charge.
Element x y z (Å)
C  -1.761  -0.570  5.153  -0.156
C  -2.278  -0.005  3.938  -0.133
C  -2.080  -0.957  2.896  -0.139
H  -2.823  0.932  3.847  0.135
C  -1.443  -2.111  3.456  -0.121
C  -1.253  -1.876  4.851  -0.149
H  -0.922  -2.613  5.578  0.135
H  -1.887  -0.165  6.156  0.135
H  -2.417  -0.859  1.873  0.113
H  -1.177  -3.012  2.911  0.124
V  -0.190  -0.407  3.705  0.666
Si  -0.643  -0.164  -2.750  0.800
C  -0.305  1.384  -3.803  -0.368
C  0.962  1.534  -4.392  -0.133
H  1.700  0.734  -4.289  0.100
C  1.286  2.692  -5.104  -0.084
H  2.271  2.773  -5.561  0.104
C  0.351  3.719  -5.239  -0.089
H  0.596  4.603  -5.826  0.102
C  -0.895  3.593  -4.618  -0.092
H  -1.626  4.402  -4.710  0.104
C  -1.223  2.442  -3.892  -0.115
H  -2.188  2.350  -3.392  0.097
C  0.084  -1.495  -3.877  -0.320
C  -0.339  -1.553  -5.219  -0.098
H  -1.047  -0.818  -5.610  0.108
C  0.131  -2.562  -6.067  -0.079
H  -0.228  -2.620  -7.097  0.107
C  1.029  -3.519  -5.588  -0.086
H  1.323  -4.356  -6.219  0.104
C  1.512  -3.420  -4.280  -0.084
H  2.227  -4.161  -3.913  0.103
C  1.057  -2.407  -3.431  -0.101
H  1.455  -2.337  -2.414  0.078
H  -2.098  -0.332  -2.596  0.018
Si  1.307  0.520  -1.025  0.762
C  0.524  -1.036  -0.265  -0.448
C  -0.875  -1.299  -0.290  -0.241
H  -1.614  -0.495  -0.384  0.065
C  -1.359  -2.610  -0.169  -0.091
H  -2.413  -2.807  -0.380  0.119
C  -0.501  -3.648  0.191  -0.101
H  -0.878  -4.673  0.282  0.110
C  0.845  -3.354  0.457  -0.089
H  1.522  -4.138  0.801  0.104
C  1.345  -2.063  0.233  -0.168
H  2.399  -1.841  0.414  0.094
C  0.241  1.940  -0.352  -0.369
C  -0.838  1.802  0.537  -0.170
H  -0.995  0.853  1.045  0.031
C  -1.728  2.850  0.783  -0.094
H  -2.529  2.716  1.510  0.092
C  -1.583  4.069  0.114  -0.085
H  -2.289  4.893  0.284  0.108
C  -0.483  4.237  -0.738  -0.081
H  -0.331  5.189  -1.250  0.109
C  0.446  3.211  -0.920  -0.113
H  1.317  3.372  -1.556  0.105
H  2.733  0.699  -0.649  -0.011
Cl  1.589  0.513  2.359  0.221
N  1.434  -1.289  4.758  -0.066
C  1.871  -0.415  5.875  -0.190
C  1.650  1.047  5.532  -0.231
N  0.286  1.240  4.982  -0.057
H  2.180  -1.363  4.060  0.079
H  1.277  -2.247  5.077  0.112
H  1.325  -0.691  6.782  0.128
H  2.938  -0.592  6.058  0.134
H  1.773  1.666  6.433  0.133
H  2.385  1.387  4.787  0.093
H  -0.380  1.435  5.734  0.111
H  0.251  2.083  4.411  0.111

Its expectation value of S² is 2.017. As for the spin multiplicity: 3. The value obtained for the HOMO-LUMO gap (alpha / beta) is 5.024 / 5.559 eV. Its HOMO energy (alpha / beta) is -9.219 / -9.226 eV. As for the charge: +1.



2.
DFT (ωB97M-V/def2-TZVPD) results for a molecular structure, C2H3N2S2.

Each line ends with the natural charge from an NBO analysis.
Element x y z (Å)
C  0.109  0.215  0.983  0.339
C  -1.136  -0.362  2.633  -0.373
N  -1.089  -0.348  1.229  -0.562
N  0.680  0.315  -0.141  -0.738
S  -2.165  -0.852  3.701  0.566
S  0.443  0.664  2.693  0.404
H  -1.641  -1.008  0.550  0.448
H  -0.029  0.052  -0.954  0.452
H  1.629  0.705  -0.188  0.464

Its expectation value of S² is 2.012. As for the spin multiplicity: 3. The value obtained for the HOMO-LUMO gap (alpha / beta) is 7.079 / 7.049 eV. Its HOMO energy (alpha / beta) is -11.156 / -14.680 eV. As for the charge: +1.



3.
DFT (ωB97M-V/def2-TZVPD) results for C5H7N in the gas phase.

Each line ends with the natural charge from an NBO analysis.
Element x y z (Å)
C  -2.575  1.044  0.316  -0.530
C  -2.025  -0.078  -0.004  0.103
N  -2.064  -1.536  -0.401  -0.308
C  -0.919  -1.003  -0.065  0.252
C  0.476  -1.233  0.337  -0.467
C  1.435  -0.065  -0.127  -0.607
H  -3.578  1.215  0.145  0.203
H  -2.033  1.882  0.647  0.207
H  0.418  -1.221  1.537  0.246
H  0.682  -2.249  0.001  0.231
H  1.237  0.279  -1.156  0.228
H  2.382  -0.247  0.228  0.222
H  0.890  0.870  0.263  0.219

As for the spin multiplicity: 1. The value obtained for the HOMO-LUMO gap is 9.746 eV. The structure (SMILES) is C=C1N=C1CC. Its HOMO energy is -9.040 eV. As for the charge: 0.



4.
DFT (ωB97M-V/def2-TZVPD) results for 7 unconnected molecules or ions with the total composition C20H42FNO11S4.

Each line ends with the Löwdin charge.
Element x y z (Å)
N  -0.153  0.972  -0.029  0.294
H  -0.740  1.594  0.533  0.097
H  0.812  1.207  0.284  0.107
H  -0.198  1.066  -1.024  0.090
H  -0.288  -0.013  0.155  0.090
F  -2.129  2.298  -1.478  -0.715
C  3.035  1.415  3.557  0.049
C  2.437  2.892  3.269  -0.327
C  3.479  3.927  2.952  -0.094
O  3.649  3.824  1.538  0.087
C  2.573  3.241  1.038  -0.485
O  2.255  3.265  -0.185  0.097
O  1.760  2.849  2.075  0.053
H  3.543  1.159  2.602  0.098
H  2.039  0.698  3.809  0.140
H  3.674  1.537  4.280  -0.002
H  1.792  3.126  4.017  0.118
H  4.376  3.777  3.567  0.133
H  3.146  5.064  3.199  0.183
C  -1.974  -1.293  -4.904  -0.223
C  -1.661  -1.555  -6.380  -0.156
C  -0.110  -1.264  -6.654  -0.221
S  0.503  -0.693  -5.180  0.620
O  1.369  0.391  -5.343  -0.289
O  0.919  -1.863  -4.400  -0.334
C  -1.050  -0.200  -4.380  -0.203
H  -1.710  -2.193  -4.127  0.162
H  -2.905  -0.872  -4.514  0.116
H  -2.256  -0.930  -6.939  0.081
H  -1.925  -2.539  -6.676  0.098
H  0.048  -0.468  -7.388  0.107
H  0.474  -2.149  -6.977  0.121
H  -1.286  0.634  -4.938  0.086
H  -0.971  -0.127  -3.372  0.069
C  -5.411  2.725  0.670  -0.202
C  -5.599  1.212  0.772  -0.202
C  -4.255  0.515  1.048  -0.239
S  -3.620  1.589  2.238  0.612
O  -2.210  1.419  2.238  -0.339
O  -4.337  1.326  3.455  -0.306
C  -4.127  3.033  1.259  -0.217
H  -6.173  3.141  1.207  0.094
H  -5.355  2.981  -0.352  0.119
H  -5.942  0.994  -0.205  0.106
H  -6.327  0.856  1.296  0.050
H  -3.572  0.679  0.197  0.095
H  -4.335  -0.641  1.355  0.162
H  -3.377  3.108  0.529  0.066
H  -4.215  3.824  2.081  0.142
C  3.673  -2.832  -2.853  -0.210
C  4.190  -1.462  -3.459  -0.132
C  3.639  -0.291  -2.488  -0.172
S  3.162  -1.150  -0.963  0.661
O  1.793  -0.888  -0.680  -0.326
O  4.192  -0.551  -0.030  -0.387
C  3.573  -2.792  -1.278  -0.230
H  4.081  -3.514  -3.392  0.039
H  2.698  -3.183  -3.030  0.074
H  4.000  -1.312  -4.484  0.079
H  5.302  -1.748  -3.321  0.134
H  2.759  0.104  -3.050  0.090
H  4.270  0.490  -2.070  0.089
H  2.571  -3.405  -0.837  0.179
H  4.483  -3.080  -0.644  0.123
C  -0.283  -2.191  5.455  -0.243
C  -1.527  -1.549  4.869  -0.176
C  -1.642  -1.899  3.325  -0.186
S  0.051  -2.185  2.842  0.619
O  0.546  -1.108  2.142  -0.297
O  0.235  -3.582  2.420  -0.338
C  0.763  -2.077  4.459  -0.253
H  -0.466  -3.140  5.795  0.088
H  -0.012  -1.718  6.419  0.134
H  -1.689  -0.551  5.110  0.088
H  -2.443  -1.940  5.351  0.123
H  -2.270  -1.087  2.809  0.100
H  -2.257  -2.757  3.133  0.088
H  1.231  -1.144  4.315  0.040
H  1.668  -3.032  4.378  0.211

As for the spin multiplicity: 1. The value obtained for the HOMO-LUMO gap is 8.469 eV. Its HOMO energy is -8.008 eV. As for the charge: 0.



5.
DFT (ωB97M-V/def2-TZVPD) results for C6H9Cl2NO2 in the gas phase.

Each line ends with the natural charge from an NBO analysis.
Element x y z (Å)
O  -0.240  -3.181  0.224  -0.559
C  0.208  -2.110  -0.101  0.794
O  1.029  -1.970  -1.240  -0.705
C  -0.194  -0.756  0.564  -0.187
C  -1.700  -0.325  0.207  -0.382
C  -1.564  1.177  0.010  -0.416
C  -0.239  1.309  -0.768  -0.213
N  0.623  0.306  -0.082  -0.521
C  1.930  0.665  0.522  -0.012
Cl  2.915  -0.804  0.839  -0.032
Cl  3.062  1.657  -0.510  -0.012
H  1.568  -1.167  -1.136  0.497
H  -0.302  -1.013  1.568  0.241
H  -2.491  -0.602  1.065  0.231
H  -2.153  -0.655  -0.778  0.220
H  -2.499  1.562  -0.452  0.223
H  -1.408  1.577  0.949  0.192
H  -0.552  0.969  -1.814  0.205
H  0.231  2.327  -0.635  0.227
H  1.777  1.036  1.568  0.210

As for the spin multiplicity: 1. The value obtained for the HOMO-LUMO gap is 10.046 eV. The structure (SMILES) is O=C(O)[C@@H]1CCCN1C(Cl)Cl. Its HOMO energy is -9.523 eV. As for the charge: 0.



Listing maximum force for the structures above in their given order: 5.29 5.53 5.54 7.79 4.06 eV Å⁻¹.
Listing electronic energy for the structures above in their given order: -3294.73629 -983.50041 -249.33834 -3361.93615 -1359.59836 hartree.